Here is a structure of composition C45H40Cl2N3OsP2S at a distorted geometry from OMol25. Energies are from wB97M-V/def2-TZVPD.

As for the energy relative to the best compared isomer or geometry (same formula, charge and spin): 0.0 kJ/mol. The spin multiplicity is 5. The HOMO-LUMO gap (alpha / beta) comes out at 7.5 / 6.6 eV. The calculation puts the energy at -108704.164 eV. As for the expectation value of S²: 6.065. As for the net charge: +1.

Cartesian coordinates (Å):
Os: -0.870 0.772 -0.717
Cl: -1.384 -0.864 -4.624
Cl: -0.111 4.020 -2.693
S: 3.254 -3.104 4.172
P: -0.454 0.083 1.500
P: 1.434 0.097 -0.507
N: -2.848 -0.560 -1.425
N: -0.786 1.150 -2.530
N: 1.149 -0.406 1.106
C: 1.561 -1.397 -1.526
C: 5.492 0.700 -0.586
C: 5.583 2.009 -0.135
C: -0.352 3.469 -5.325
C: -3.364 4.225 -0.158
C: 4.433 2.724 0.172
C: -5.119 -1.565 -2.611
C: -4.021 -2.388 -2.402
C: -0.894 1.274 -6.177
C: -1.273 -1.343 2.270
C: -3.893 0.260 -1.638
C: 2.849 -0.610 2.936
C: 4.251 0.097 -0.735
C: -0.978 0.790 -4.895
C: -3.733 1.649 -1.176
C: -5.054 -0.239 -2.227
C: 0.912 -2.569 -1.144
C: 3.097 0.812 -0.428
C: 3.911 -1.515 3.554
C: 0.725 2.074 3.100
C: -0.744 1.620 -3.750
C: -2.515 -1.736 1.775
C: 2.082 -1.295 1.810
C: -1.432 -3.019 3.987
C: 2.042 -2.367 -3.678
C: -0.395 3.116 4.952
C: -3.216 -2.762 2.391
C: -0.585 2.612 -6.397
C: -2.668 -3.409 3.489
C: -1.488 1.360 3.727
C: -0.362 1.226 2.913
C: -2.366 3.269 -0.024
C: 3.192 2.130 0.019
C: -1.501 2.303 4.741
C: 1.427 -3.547 -3.279
C: 0.714 3.006 4.126
C: -2.520 1.996 -0.562
C: -4.541 3.897 -0.816
C: -2.908 -1.833 -1.800
C: 2.106 -1.292 -2.809
C: 0.859 -3.645 -2.017
C: -4.732 2.614 -1.298
C: 3.817 -4.222 2.861
C: -0.426 2.994 -4.039
C: -0.742 -1.975 3.394
H: 4.366 -1.019 4.410
H: -0.522 2.985 -7.410
H: -1.010 -3.516 4.851
H: 2.573 -0.365 -3.124
H: -4.028 -3.427 -2.698
H: 0.374 -4.565 -1.715
H: 2.288 2.689 0.237
H: 4.902 -4.204 2.794
H: -6.019 -1.960 -3.063
H: -5.673 2.362 -1.770
H: 0.200 -1.649 3.819
H: 6.553 2.478 -0.034
H: 1.382 -4.387 -3.959
H: -2.027 -2.433 -1.598
H: 0.461 -2.641 -0.158
H: -5.905 0.407 -2.390
H: 1.587 1.990 2.449
H: -4.189 -3.056 2.020
H: -2.351 0.724 3.571
H: -3.219 5.220 0.243
H: 4.697 -1.744 2.834
H: 6.390 0.147 -0.826
H: 4.187 -0.926 -1.080
H: 3.371 -3.949 1.905
H: 3.346 0.278 2.534
H: 1.568 3.653 4.279
H: 4.508 3.745 0.522
H: -3.212 -4.219 3.957
H: 2.466 -2.286 -4.670
H: 1.542 -2.160 2.197
H: -5.314 4.644 -0.942
H: -0.112 4.509 -5.499
H: -0.400 3.834 5.761
H: -1.448 3.533 0.493
H: 2.796 -1.665 1.069
H: 3.492 -5.222 3.137
H: -2.931 -1.216 0.921
H: -2.378 2.405 5.366
H: 2.150 -0.279 3.708
H: -1.073 0.602 -7.005

---

Here is an isolated molecule of C6H12 at a distorted geometry from OMol25. Energies are from wB97M-V/def2-TZVPD.

As for the energy relative to the best compared isomer or geometry (same formula, charge and spin): 377.9 kJ/mol. Its structure (SMILES) is CC1(C)CCC1. The HOMO-LUMO gap comes out at 10.1 eV. The calculation puts the energy at -6413.024 eV.

Cartesian coordinates (Å):
C: 0.227 -1.311 0.010
C: -0.545 0.797 1.410
C: -0.919 -1.263 -0.917
C: 1.549 1.029 0.042
C: -0.692 0.301 -1.138
C: 0.204 0.291 0.186
H: 2.110 0.699 -0.841
H: 1.409 2.119 -0.057
H: 2.187 0.873 0.922
H: -0.721 -2.426 -1.180
H: 1.171 -1.580 -0.468
H: 0.047 0.628 2.317
H: -1.573 0.977 -1.097
H: -0.756 1.873 1.343
H: -1.495 0.266 1.519
H: -1.899 -1.425 -0.470
H: -0.104 0.582 -2.013
H: -0.071 -2.415 0.335

---

Here is a structure of composition C20H28N5NiO10S from OMol25. Energies are from wB97M-V/def2-TZVPD.

As for the energy relative to the best compared isomer or geometry (same formula, charge and spin): 87.6 kJ/mol. The spin multiplicity is 3. The HOMO-LUMO gap (alpha / beta) comes out at 9.5 / 9.5 eV. The calculation puts the energy at -100991.880 eV. As for the expectation value of S²: 2.004. As for the net charge: +1.

Cartesian coordinates (Å):
Ni: 1.102 -0.360 -0.600
S: -5.923 2.287 1.994
O: 0.965 -1.732 0.973
O: 1.300 -1.785 -2.189
O: 1.163 -3.642 2.081
O: 0.939 -0.897 -4.284
O: -2.445 4.579 1.586
O: 3.240 -2.404 -0.454
O: -6.184 3.455 1.198
O: -6.283 2.241 3.382
O: -0.314 4.916 1.407
O: 0.432 0.212 -2.368
N: -0.196 0.975 0.273
N: -1.312 4.238 1.311
N: 2.869 0.403 0.029
N: -2.128 2.010 0.525
N: 4.382 -1.492 -2.271
C: 3.945 -0.111 -2.135
C: 4.394 -3.866 -2.047
C: 4.104 1.250 1.894
C: -6.648 0.878 1.178
C: -2.232 -0.365 -0.261
C: 5.249 1.313 1.115
C: 2.943 0.789 1.310
C: 2.277 -2.703 -2.674
C: 1.495 -2.828 1.101
C: -3.580 2.225 0.530
C: -1.516 0.860 0.179
C: -4.152 2.002 1.920
C: -8.161 1.035 1.135
C: 3.979 0.425 -0.720
C: 0.851 -0.734 -3.108
C: 5.180 0.893 -0.200
C: 3.577 -2.597 -1.868
C: -1.119 2.898 0.830
C: 2.540 -3.422 0.190
C: 0.065 2.255 0.669
H: 3.839 -4.750 -1.735
H: -3.790 3.236 0.196
H: -6.349 -0.006 1.744
H: 4.104 1.555 2.930
H: 4.661 -3.990 -3.095
H: 5.335 -1.609 -1.956
H: 1.855 -3.706 -2.601
H: 1.054 2.656 0.802
H: -1.510 -1.128 -0.547
H: -3.747 2.736 2.618
H: 1.983 -4.072 -0.496
H: 2.026 0.715 1.881
H: 2.470 -2.495 -3.726
H: -6.226 0.828 0.172
H: 6.053 0.925 -0.838
H: -8.439 1.937 0.592
H: -3.999 1.535 -0.200
H: -3.944 1.004 2.309
H: 5.307 -3.805 -1.456
H: 6.179 1.684 1.525
H: -8.571 1.089 2.142
H: 0.451 -3.243 2.609
H: -2.855 -0.165 -1.133
H: 4.620 0.497 -2.739
H: 3.191 -4.067 0.786
H: -2.862 -0.766 0.534
H: -8.598 0.177 0.628
H: 2.963 0.028 -2.576

---

Here is a structure of composition C15H8N4O4RhS from OMol25. Energies are from wB97M-V/def2-TZVPD.

The spin multiplicity is 5. The HOMO-LUMO gap (alpha / beta) comes out at 5.3 / 5.3 eV. The calculation puts the energy at -43675.876 eV. As for the expectation value of S²: 6.029. As for the net charge: -1.

Cartesian coordinates (Å):
Rh: -0.178 0.084 0.017
S: 0.252 2.769 0.079
O: 0.408 3.466 -1.163
O: -1.087 2.039 0.161
O: 0.553 3.479 1.288
O: 1.186 1.482 0.021
N: -1.638 -1.334 0.340
N: -2.330 1.588 -5.529
N: -0.210 -0.199 -1.993
N: -0.314 -2.377 -5.786
C: 1.087 0.397 2.717
C: -0.854 -1.131 2.539
C: -2.734 -2.718 1.997
C: -3.562 -3.230 1.045
C: 0.122 -0.594 4.683
C: -1.707 0.763 -5.022
C: -0.948 -0.283 -4.417
C: -0.599 -1.441 -5.176
C: -0.836 -1.250 3.945
C: -3.417 -2.791 -0.304
C: -0.553 -0.207 -3.105
C: -2.455 -1.866 -0.594
C: 1.095 0.232 4.085
C: -1.757 -1.760 1.662
C: 0.122 -0.262 1.952
H: -4.317 -3.961 1.307
H: 1.828 0.748 4.689
H: -4.050 -3.162 -1.097
H: -2.816 -3.040 3.028
H: 0.122 -0.715 5.761
H: -2.322 -1.515 -1.607
H: 1.802 1.051 2.240
H: -1.577 -1.861 4.444

---

Here is a cluster of 2 separate species, C5H15NO in total at a distorted geometry from OMol25. Energies are from wB97M-V/def2-TZVPD.

As for the energy relative to the best compared isomer or geometry (same formula, charge and spin): 116.9 kJ/mol. Its structure (SMILES) is CCNC(C)C.O. The HOMO-LUMO gap comes out at 8.6 eV. The calculation puts the energy at -8965.147 eV.

Cartesian coordinates (Å):
O: 2.578 -0.288 -1.834
N: -0.706 0.086 0.011
C: -2.029 -0.423 0.195
C: 0.223 0.449 1.053
C: 1.320 -0.614 1.361
C: 0.932 1.740 0.668
C: -2.610 -0.939 -1.104
H: 2.283 -0.284 0.976
H: -3.672 -1.169 -1.037
H: 0.218 2.559 0.653
H: 3.509 -0.540 -1.917
H: 1.520 1.691 -0.249
H: -2.500 -0.236 -1.939
H: -0.284 0.615 2.011
H: -2.057 -1.298 0.850
H: -2.650 0.368 0.636
H: 1.628 2.038 1.458
H: -0.415 0.606 -0.800
H: 2.300 -0.072 -2.730
H: 0.969 -1.507 0.837
H: 1.506 -0.969 2.371
H: -2.062 -1.812 -1.469

---

Here is a structure of composition C26H43BF6N7O4PS5Ta at a distorted geometry from OMol25. Energies are from wB97M-V/def2-TZVPD.

The HOMO-LUMO gap comes out at 6.8 eV. The calculation puts the energy at -128256.880 eV. As for the net charge: +3.

Cartesian coordinates (Å):
Ta: -0.966 -0.352 0.750
S: -3.703 -2.021 2.050
S: -1.346 -2.124 3.342
S: -0.533 1.979 0.730
S: 1.217 -1.117 1.299
S: -0.804 -1.390 -1.374
P: -2.973 1.242 -0.423
F: -5.417 -0.092 1.511
F: -1.272 -3.244 5.700
F: 0.486 -2.222 5.100
F: -4.132 0.364 3.231
F: -5.802 -1.052 3.316
F: -1.255 -1.163 5.783
O: -4.463 -3.079 1.497
O: -2.843 -1.322 0.994
O: -0.959 -0.688 2.830
O: -0.699 -3.149 2.538
N: 3.345 -2.232 -0.097
N: 1.955 3.063 1.570
N: 1.978 1.741 -0.257
N: -2.874 -2.161 3.340
N: 0.545 0.798 -2.421
N: 2.358 -0.551 -1.153
N: -0.858 -0.104 -3.850
C: 3.931 -2.774 2.301
C: 1.218 2.175 0.797
C: -0.306 1.024 -4.455
C: 4.889 -4.141 0.407
C: 3.652 -3.406 0.905
C: 2.818 4.199 3.471
C: 1.532 3.730 2.841
C: -0.818 -2.146 5.115
C: 0.505 1.593 -3.579
C: 2.332 -1.272 -0.029
C: 3.268 2.259 -0.079
C: 3.209 3.074 0.993
C: 3.414 -0.992 -1.967
C: 0.560 4.884 2.562
C: -2.537 2.346 -1.778
C: -1.808 -0.931 -4.670
C: -4.869 -0.596 2.587
C: -1.156 -1.158 -6.062
C: -0.372 -0.180 -2.596
C: 0.832 2.699 3.778
C: -4.284 0.149 -1.038
C: -2.116 -2.271 -4.030
C: 2.382 -4.279 0.854
C: -3.675 2.426 0.799
C: -3.038 -0.020 -4.825
C: 3.986 -2.074 -1.352
B: 1.763 0.853 -1.546
H: 1.207 2.392 -3.657
H: 0.093 5.411 3.450
H: -0.207 2.552 3.467
H: -2.737 -2.311 -3.152
H: -5.190 0.720 -1.090
H: 3.019 -2.579 2.837
H: 2.584 -5.145 1.538
H: -1.995 1.919 -2.594
H: 3.319 4.937 2.826
H: -1.140 -2.747 -3.835
H: 1.471 1.806 3.954
H: 4.729 -4.534 -0.628
H: -0.310 4.432 2.068
H: 5.172 -4.904 1.105
H: -3.529 3.429 0.429
H: -1.994 3.187 -1.328
H: 0.962 5.636 1.901
H: -3.361 0.266 -3.826
H: 3.911 3.740 1.415
H: -3.874 -0.538 -5.313
H: -1.758 -1.919 -6.551
H: 5.751 -3.514 0.369
H: -4.105 -0.162 -2.047
H: -4.710 2.242 1.040
H: 1.550 -3.820 1.303
H: -0.110 -1.526 -5.974
H: -3.437 2.670 -2.263
H: -0.447 1.082 -5.514
H: -4.447 -0.675 -0.355
H: -2.782 0.919 -5.352
H: 2.541 4.675 4.411
H: 4.668 -3.379 2.858
H: 3.557 -0.536 -2.900
H: 3.525 3.424 3.701
H: 0.742 2.992 4.825
H: -2.583 -2.879 -4.741
H: 2.607 1.347 -2.256
H: 4.030 2.121 -0.783
H: 4.416 -1.806 2.129
H: -3.099 2.413 1.754
H: 4.707 -2.737 -1.824
H: -1.241 -0.250 -6.641
H: 2.201 -4.643 -0.165

---

Here is an isolated molecule of C6H9NO2 at a distorted geometry from OMol25. Energies are from wB97M-V/def2-TZVPD.

As for the energy relative to the best compared isomer or geometry (same formula, charge and spin): 223.1 kJ/mol. Its structure (SMILES) is C[C@@H]1[C@H](C)N1C(=O)C=O. The HOMO-LUMO gap comes out at 9.6 eV. The calculation puts the energy at -11951.006 eV.

Cartesian coordinates (Å):
O: 2.603 0.967 0.321
O: 1.467 -1.703 2.213
N: 0.621 -0.147 0.111
C: -0.587 0.963 -1.893
C: 1.786 0.136 0.678
C: -1.705 -1.077 0.000
C: 2.172 -0.744 1.850
C: -0.720 -0.072 0.499
C: -0.107 0.951 -0.419
H: -0.292 0.048 -2.394
H: -1.527 -1.454 -1.000
H: -0.921 0.357 1.466
H: -0.171 1.729 -2.407
H: 0.298 1.925 -0.086
H: -1.641 1.084 -1.841
H: -1.707 -1.934 0.596
H: -2.670 -0.643 -0.040
H: 3.103 -0.386 2.346

---

Here is a cluster of 2 separate species, C3H10O2S2 in total from OMol25. Energies are from wB97M-V/def2-TZVPD.

As for the energy relative to the best compared isomer or geometry (same formula, charge and spin): 13.0 kJ/mol. Its structure (SMILES) is OCCCSS.O. The HOMO-LUMO gap comes out at 9.5 eV. The calculation puts the energy at -29038.397 eV.

Cartesian coordinates (Å):
S: -2.030 -1.271 2.546
S: -0.065 -1.530 2.070
O: -0.507 -1.796 -2.237
O: 0.390 1.691 -1.407
C: 1.170 1.666 -0.223
C: 0.124 -0.492 0.577
C: 0.459 0.965 0.916
H: 0.016 -2.549 -2.551
H: -0.650 -1.303 -3.059
H: 1.484 2.674 0.080
H: 2.081 1.138 -0.503
H: 0.992 1.061 1.866
H: -0.827 -0.572 0.063
H: -0.446 2.144 -1.257
H: -2.608 -2.373 2.040
H: 0.903 -0.950 -0.040
H: -0.486 1.496 1.118